{
  "formula": "C3H8NO3",
  "method": "ωB97M-V/def2-TZVPD",
  "symbols": ["O", "O", "O", "N", "C", "C", "C", "H", "H", "H", "H", "H", "H", "H", "H"],
  "xyz": [[1.917967, 0.481617, 1.563021], [-2.363077, 0.762199, 0.633641], [-0.765098, 0.453625, -1.607978], [1.593872, -0.476688, -0.714394], [1.047539, 0.113473, 0.669580], [0.013392, -1.015166, 1.151699], [1.021495, 0.242101, -1.702013], [-1.295828, 0.360877, -0.630574], [-3.110461, 0.194343, 0.778707], [1.231332, 1.376802, -1.606913], [-0.577412, -1.245912, 0.273210], [-0.578207, -0.341196, 1.765131], [0.515209, -1.864835, 1.773293], [0.982256, -0.106132, -2.724134], [0.367020, 1.064893, 0.377727]],
  "forces_ev_per_angstrom": [[-0.6, -0.8, -1.5], [1.2, 0.3, -0.7], [1.6, -0.5, 2.0], [-0.9, 2.1, 2.5], [1.2, 0.3, -0.5], [0.9, 0.2, 0.5], [-3.0, 1.7, 0.2], [0.4, 0.9, -1.4], [-0.4, -0.5, 0.0], [-0.2, -1.8, -0.4], [-0.2, -0.8, 0.4], [-0.5, -0.5, 0.3], [-0.8, 1.5, -1.5], [0.5, -0.3, -0.1], [0.5, -1.8, 0.2]],
  "mulliken_charge": [-0.627, -0.978, -0.550, -0.323, 0.219, -0.774, -0.208, 0.328, 0.156, 0.253, 0.293, 0.247, 0.316, 0.297, 0.351],
  "homo_lumo_gap_ev": 4.75,
  "energy_ev": -10866.4253,
  "total_charge": -1,
  "homo_energy_ev": -3.994
}

=====

{
  "formula": "C10H8N3S",
  "method": "ωB97M-V/def2-TZVPD",
  "symbols": ["S", "N", "N", "N", "C", "C", "C", "C", "C", "C", "C", "C", "C", "C", "H", "H", "H", "H", "H", "H", "H", "H"],
  "xyz": [[4.168449, 0.263468, 0.002755], [2.281604, -1.392956, -0.414881], [0.513698, -3.038458, -0.601332], [2.381400, 2.121397, 0.180075], [1.343729, -2.256624, -0.515019], [-1.675133, 0.759318, 1.227352], [-1.767698, 0.045981, -1.137046], [2.489398, -0.206172, -0.131349], [-1.699658, -0.613065, 0.895998], [3.723867, 1.875218, 0.134161], [1.681184, 0.989112, -0.001896], [-2.633936, -0.868493, -0.196843], [-0.847655, 0.381703, -0.065285], [0.411160, 0.798953, -0.059064], [-1.373514, -0.493876, -2.019821], [-1.241257, -1.420539, 1.404395], [4.475225, 2.590373, 0.367955], [-2.606188, -2.013868, -0.559483], [-2.246640, 0.845159, -1.553396], [-1.106995, 1.045919, 2.075225], [-2.553335, 1.213008, 1.038897], [-3.717712, -0.625554, -0.071402]],
  "forces_ev_per_angstrom": [[1.1, -0.7, -0.3], [1.4, -0.9, 0.2], [-1.3, -1.2, -0.1], [4.0, 1.9, -0.2], [-0.7, 0.8, 0.0], [2.0, -2.2, 1.7], [-0.8, -2.8, -1.7], [1.4, -0.7, -0.5], [-0.7, -0.5, 1.7], [-4.5, 0.2, 0.8], [0.3, 0.1, 0.3], [-1.1, -3.3, -2.9], [1.9, 1.5, -0.2], [-1.9, -0.7, 0.2], [0.2, 0.0, 0.8], [0.8, -0.3, 0.6], [0.2, 0.9, -0.1], [0.1, 2.7, 0.8], [-1.5, 2.4, -0.8], [0.5, 0.5, 0.5], [-2.5, 2.3, -0.9], [1.1, 0.1, 0.2]],
  "mulliken_charge": [-0.039, -0.493, -0.445, -0.651, 0.514, -0.835, -0.830, 0.490, 0.054, -0.091, -0.466, -0.487, 1.046, 0.386, 0.340, 0.397, 0.464, 0.313, 0.372, 0.377, 0.248, 0.337],
  "homo_lumo_gap_ev": 7.31,
  "energy_ev": -25791.8632,
  "total_charge": 1,
  "homo_energy_ev": -13.083
}

=====

no.,LUMO (Eh)
1,0.0278
2,-0.2121